# 1
Computed, not measured: a molecular structure, C3H2O2Y in a non-equilibrium geometry, with the ωB97M-V functional and the def2-TZVPD basis.

The net charge is +2. The relative energy (zero: lowest compared OMol25 entry of this formula, charge and spin) is 0.00 kcal/mol. As for the multiplicity: 2. The value obtained for the maximum force is 3.47 eV Å⁻¹. The calculation puts the HOMO energy (alpha / beta) at -16.42 / -18.04 eV.

Last column: Löwdin charge in e.
Cartesian coordinates (Å):
O  -0.88921  0.56193  -0.60346  0.024
O  -0.50812  -1.17805  0.73294  0.026
C  -2.08728  0.00236  -0.25539  -0.020
C  -1.85672  -1.06953  0.51420  -0.001
C  0.11080  -0.11095  0.09129  -0.208
H  -2.51965  -1.67573  1.12281  0.169
Y  2.45477  0.35380  0.06558  1.827
H  -2.88771  -0.07197  -1.01630  0.183

# 2
Computed, not measured: a molecular structure, C3H2O2Yb in a non-equilibrium geometry, with the ωB97M-V functional and the def2-TZVPD basis.

The net charge is +3. The relative energy (zero: lowest compared OMol25 entry of this formula, charge and spin) is 24.13 kcal/mol. As for the multiplicity: 2. The value obtained for the maximum force is 3.47 eV Å⁻¹. The calculation puts the HOMO energy (alpha / beta) at -23.87 / -23.87 eV.

Last column: Löwdin charge in e.
Cartesian coordinates (Å):
O  -0.13537  0.96753  0.97916  0.371
C  0.74232  0.32141  0.26736  -0.360
C  -1.65734  -0.41601  -0.03156  0.421
O  1.90293  0.51681  -0.00282  0.045
C  -0.41514  -0.48352  0.45056  0.236
Yb  3.89511  0.17475  -1.25162  1.921
H  -1.82785  -0.72037  -1.06565  0.180
H  -2.50467  -0.36059  0.65457  0.186

# 3
Computed, not measured: a single C3H2O3 molecule, with the ωB97M-V functional and the def2-TZVPD basis.

The net charge is 0. The relative energy (zero: lowest compared OMol25 entry of this formula, charge and spin) is 88.26 kcal/mol. The value obtained for the maximum force is 0.66 eV Å⁻¹. The calculation puts the HOMO energy at -9.91 eV.

Last column: Löwdin charge in e.
Cartesian coordinates (Å):
O  2.23336  -0.38855  -0.05468  0.196
C  1.08264  -0.11435  0.03150  -0.513
O  0.05255  -1.05949  0.37098  0.035
C  -1.46516  -0.32069  0.24738  0.095
C  -0.93474  0.87986  -0.02687  -0.181
O  0.47140  1.03800  -0.10916  0.093
H  0.03223  -1.82675  -0.22470  0.169
H  -1.47227  1.79196  -0.23447  0.106

# 4
Computed, not measured: a single C3H2O3 molecule, with the ωB97M-V functional and the def2-TZVPD basis.

The net charge is 0. The relative energy (zero: lowest compared OMol25 entry of this formula, charge and spin) is 36.43 kcal/mol. The value obtained for the maximum force is 0.61 eV Å⁻¹. The calculation puts the HOMO energy at -10.05 eV. As for the SMILES: O=CC(=O)C=O.

Last column: Löwdin charge in e.
Cartesian coordinates (Å):
O  2.11215  -0.29665  -0.10393  0.101
C  1.08705  -0.56678  0.46603  -0.163
C  -0.24221  -0.46676  -0.28644  -0.297
O  -0.72332  -1.40211  -0.87724  0.140
C  -0.93270  0.89588  -0.26298  -0.154
O  -0.54029  1.77505  0.46117  0.101
H  1.06428  -0.91383  1.51624  0.137
H  -1.82496  0.97520  -0.91285  0.136

# 5
Computed, not measured: 2 unconnected molecules or ions with the total composition C3H2O3 in a non-equilibrium geometry, with the ωB97M-V functional and the def2-TZVPD basis.

The net charge is 0. The relative energy (zero: lowest compared OMol25 entry of this formula, charge and spin) is 85.08 kcal/mol. The value obtained for the maximum force is 3.30 eV Å⁻¹. The calculation puts the HOMO energy at -8.29 eV. As for the SMILES: C1=CO1.O=C=O.

Last column: Löwdin charge in e.
Cartesian coordinates (Å):
C  0.59181  -0.68298  0.45917  0.023
C  1.48539  0.26763  0.57212  -0.098
O  1.17592  0.08005  -0.75779  -0.097
H  0.09212  -1.61142  0.58533  0.094
H  2.03244  1.03600  1.11511  0.121
O  -1.25920  1.29762  -0.50823  0.221
C  -1.82410  0.32967  -0.69263  -0.469
O  -2.29438  -0.71657  -0.77309  0.205

# 6
Computed, not measured: a single C3H2O3 molecule in a non-equilibrium geometry, with the ωB97M-V functional and the def2-TZVPD basis.

The net charge is 0. The relative energy (zero: lowest compared OMol25 entry of this formula, charge and spin) is 62.04 kcal/mol. The value obtained for the maximum force is 1.05 eV Å⁻¹. The calculation puts the HOMO energy at -10.18 eV.

Last column: Löwdin charge in e.
Cartesian coordinates (Å):
O  2.44188  0.02997  -0.10675  0.196
C  1.26242  -0.03375  -0.00461  -0.511
O  0.54597  -1.21267  0.27310  0.052
C  -0.76013  -0.99778  0.48787  0.037
C  -0.90359  0.37657  0.03748  -0.172
O  0.36643  0.96279  -0.13153  0.091
H  -1.28109  -0.22033  -0.86565  0.161
H  -1.67190  1.09521  0.31008  0.144

# 7
Computed, not measured: a gas-phase ion, C3H2O3P (charge -1) in a non-equilibrium geometry, with the ωB97M-V functional and the def2-TZVPD basis.

The net charge is -1. The relative energy (zero: lowest compared OMol25 entry of this formula, charge and spin) is 11.74 kcal/mol. The value obtained for the maximum force is 7.06 eV Å⁻¹. The calculation puts the HOMO energy at -4.29 eV. As for the SMILES: O=C=CPC(=O)[O-].

Last column: Löwdin charge in e.
Cartesian coordinates (Å):
O  0.22511  3.23088  0.38803  0.015
C  -0.01447  2.05012  0.10587  -0.349
C  0.24912  0.89857  -0.41441  -0.409
P  -1.01062  -0.49077  -0.42055  0.848
C  -2.41271  0.56811  0.50496  -0.874
O  -3.35419  -0.13294  0.82059  -0.105
O  -2.06646  1.76909  0.77517  -0.106
H  0.97379  1.00092  -1.21947  0.046
H  -0.74480  -0.94002  0.98379  -0.066

# 8
Computed, not measured: a single C3H2O3S molecule in a non-equilibrium geometry, with the ωB97M-V functional and the def2-TZVPD basis.

The net charge is 0. The relative energy (zero: lowest compared OMol25 entry of this formula, charge and spin) is 147.11 kcal/mol. The value obtained for the maximum force is 2.22 eV Å⁻¹. The calculation puts the HOMO energy at -11.37 eV.

Last column: Löwdin charge in e.
Cartesian coordinates (Å):
C  -0.45346  -1.45992  0.46744  -0.065
C  -0.72497  -2.35867  1.33080  0.016
C  0.21580  -0.19297  0.08233  -0.171
O  1.08647  -1.38329  2.99698  -0.240
O  -1.18743  -0.51338  3.34480  -0.223
O  0.39657  0.28969  1.41475  -0.214
S  -0.14708  -0.93206  2.48529  0.663
H  1.16691  -0.25171  -0.41478  0.133
H  -0.39766  0.46507  -0.42591  0.101

# 9
Computed, not measured: a single C3H2O4S molecule in a non-equilibrium geometry, with the ωB97M-V functional and the def2-TZVPD basis.

The net charge is 0. The relative energy (zero: lowest compared OMol25 entry of this formula, charge and spin) is 106.54 kcal/mol. The value obtained for the maximum force is 5.14 eV Å⁻¹. The calculation puts the HOMO energy at -9.47 eV.

Last column: Löwdin charge in e.
Cartesian coordinates (Å):
C  4.02168  0.35125  -0.20133  -0.175
C  4.22598  -0.88277  -0.06456  -0.357
C  -0.05953  -0.53143  0.05513  0.046
O  4.67366  -1.94619  0.00965  0.165
O  1.90004  1.67026  -1.12773  -0.279
O  2.41195  1.80172  1.26583  -0.271
O  1.16245  -0.33884  0.33062  -0.120
S  2.61342  1.16601  -0.00668  0.748
H  -0.75665  0.12151  -0.59823  0.132
H  -0.63264  -1.41031  0.46679  0.110

# 10
Computed, not measured: 12 unconnected molecules or ions with the total composition C3H30NO13 in a non-equilibrium geometry, with the ωB97M-V functional and the def2-TZVPD basis.

The net charge is +1. The relative energy (zero: lowest compared OMol25 entry of this formula, charge and spin) is 73.03 kcal/mol. The value obtained for the maximum force is 11.25 eV Å⁻¹. The calculation puts the HOMO energy at -13.49 eV.

Last column: Löwdin charge in e.
Cartesian coordinates (Å):
O  -2.92578  2.14877  -1.45906  0.129
C  -2.04372  1.45865  -1.87504  -0.515
O  -1.97479  0.92240  -3.08697  0.128
C  -0.60357  1.59902  -1.25836  -0.178
C  0.18670  2.75935  -1.97929  0.030
N  -0.91584  1.94718  0.21505  0.189
H  -2.82516  1.05863  -3.58958  0.170
H  -0.24450  0.66474  -1.42982  0.069
H  -0.47736  3.53326  -2.22887  0.078
H  1.01443  2.93759  -1.23042  0.073
H  0.72653  2.44683  -2.81940  0.073
H  -1.42222  2.82402  0.16806  0.162
H  -0.00832  1.93465  0.79392  0.114
H  -1.30554  1.25339  0.80408  0.040
H  2.82378  2.42704  -0.04075  0.006
H  4.09158  2.37294  -0.93440  -0.024
O  3.20532  2.43654  -0.94728  -0.025
H  -1.84371  -3.23832  2.26054  0.060
H  -1.81130  -3.03946  0.79989  0.051
O  -2.42922  -2.87111  1.58466  -0.078
H  -0.75258  -1.58912  -0.26919  -0.050
H  -0.60456  -2.72184  -1.18029  0.010
O  -0.48985  -2.42518  -0.28167  -0.002
H  1.55986  -2.16202  1.40196  -0.136
H  1.14487  -1.22419  0.27967  0.002
O  1.56033  -1.36657  1.14425  0.008
H  -1.72612  0.27613  2.53131  0.081
H  -0.14749  0.73105  2.87615  0.019
O  -0.95652  0.85486  2.37632  -0.051
H  1.70497  -0.32128  2.53863  0.144
H  2.28246  0.67378  3.71155  0.014
O  1.66209  0.64816  3.05975  -0.083
H  1.49091  -4.32210  1.02176  -0.040
H  2.27422  -4.22510  2.30835  0.126
O  1.58851  -3.81122  1.70338  0.034
H  -1.11403  -1.98502  -3.34601  0.062
H  -1.01840  -3.44334  -3.43386  0.060
O  -0.95837  -2.75165  -2.80109  0.006
H  1.67320  1.98428  2.03841  0.048
H  1.67401  3.47740  1.75481  0.193
O  1.53367  2.55450  1.19168  -0.153
H  -3.59940  -0.48915  0.31924  0.100
H  -2.41463  -1.22292  0.97473  0.001
O  -2.62251  -0.40785  0.46047  -0.069
H  1.66008  -1.45296  -1.73630  0.026
H  2.06256  -0.10565  -1.09961  0.119
O  1.31543  -0.74912  -1.29137  -0.020

# 11
Computed, not measured: 15 unconnected molecules or ions with the total composition C3H32NO17 in a non-equilibrium geometry, with the ωB97M-V functional and the def2-TZVPD basis.

The net charge is -1. The relative energy (zero: lowest compared OMol25 entry of this formula, charge and spin) is 0.00 kcal/mol. The value obtained for the maximum force is 3.04 eV Å⁻¹. The calculation puts the HOMO energy at -7.48 eV.

Last column: Löwdin charge in e.
Cartesian coordinates (Å):
O  2.14919  0.50653  0.48320  -0.014
C  1.05199  0.02621  0.74518  -0.461
N  0.06672  -0.29826  -0.11705  0.190
C  -1.14174  -1.10080  0.23188  -0.660
O  -1.87911  -0.62416  1.10254  -0.003
O  -1.20673  -2.08744  -0.52081  0.000
C  0.77586  -0.33731  2.27886  0.047
H  0.35272  -0.44236  -1.07842  0.104
H  1.77555  -0.37514  2.72647  0.086
H  0.40702  -1.34882  2.30246  0.056
H  0.06611  0.42870  2.53781  0.067
H  -0.27358  -3.05937  -2.36780  0.021
H  -1.29309  -2.94035  -3.46535  0.017
O  -0.38759  -3.26496  -3.31141  -0.073
H  -2.66213  1.48751  2.78186  0.015
H  -2.22743  1.30700  4.01826  0.030
O  -2.65708  2.05814  3.57600  -0.066
H  3.46255  -0.92811  0.18895  -0.001
H  4.25645  -2.21997  0.38118  0.039
O  3.81514  -1.68596  -0.28740  -0.051
H  -0.91561  -2.52958  4.14865  0.034
H  -1.19556  -2.97065  2.74894  -0.010
O  -0.88296  -3.31301  3.59115  -0.056
H  -0.07175  3.81360  -0.27972  0.041
H  0.22095  3.44474  -1.74287  0.014
O  -0.48577  3.71757  -1.15245  -0.054
H  2.14037  1.53304  -1.47028  -0.005
H  2.04334  1.98691  -2.91359  0.033
O  2.04861  2.31798  -2.01073  -0.051
H  -1.68279  1.19721  0.91683  0.000
H  -0.97234  2.41802  0.11054  -0.007
O  -1.35888  2.10403  0.92623  -0.061
H  2.06435  -1.15682  -2.94074  0.014
H  3.52479  -0.91680  -2.47691  0.005
O  2.84483  -0.60398  -3.06129  -0.052
H  -1.77282  1.73448  -2.55702  0.034
H  -3.31765  1.45589  -2.58136  0.055
O  -2.49876  1.31422  -2.10080  -0.028
H  2.75011  1.22548  2.23275  -0.021
H  4.03868  2.13516  1.94804  0.037
O  3.36145  1.89002  2.56079  -0.052
H  0.38579  -0.47663  -3.93272  0.057
H  -0.66229  -1.03000  -2.93374  0.001
O  0.04785  -0.35120  -3.04038  -0.082
H  -2.39440  -0.73114  -2.08675  0.025
H  -2.45255  -2.15442  -2.14115  0.043
O  -2.43428  -1.41963  -2.78157  -0.096
H  1.60467  2.90794  2.45697  -0.004
H  0.24308  2.43791  1.71448  -0.023
O  0.70691  3.14837  2.19892  -0.074
H  -2.66154  -2.19212  1.74113  -0.014
H  -3.51015  -3.03629  0.89720  0.026
O  -3.20648  -3.00139  1.80505  -0.074

# 12
Computed, not measured: 13 unconnected molecules or ions with the total composition C3H32O13, with the ωB97M-V functional and the def2-TZVPD basis.

The net charge is -1. The relative energy (zero: lowest compared OMol25 entry of this formula, charge and spin) is 0.00 kcal/mol. As for the multiplicity: 2. The value obtained for the maximum force is 0.97 eV Å⁻¹. The calculation puts the HOMO energy (alpha / beta) at 0.20 / -7.86 eV.

Last column: Löwdin charge in e.
Cartesian coordinates (Å):
C  2.45607  -1.88461  -0.72658  -0.045
C  1.97158  -0.86930  0.29028  -0.433
C  0.57430  -0.37610  -0.02444  -0.069
O  2.84918  0.26544  0.20329  -0.099
H  3.53780  -2.02433  -0.63112  0.079
H  2.21653  -1.58768  -1.74435  0.062
H  1.97390  -2.85291  -0.57365  0.077
H  2.01279  -1.28132  1.30200  0.141
H  -0.17800  -1.13366  0.12733  0.051
H  0.53338  -0.06084  -1.05882  0.047
H  0.29250  0.47220  0.58356  0.055
H  2.71810  0.80981  1.02628  0.058
H  -2.76392  0.23926  -0.68986  0.037
H  -3.12778  0.94154  -2.02629  0.059
O  -2.37602  0.59722  -1.54373  -0.134
H  1.82387  -0.35046  -4.07184  0.050
H  1.36004  0.62342  -2.93645  0.014
O  1.03901  -0.03192  -3.61036  -0.085
H  1.78769  2.23122  2.38521  0.022
H  1.44570  0.76732  2.83983  0.036
O  2.20446  1.34383  2.53475  -0.092
H  -2.36566  1.15540  1.53856  0.013
H  -1.35623  2.06919  0.84047  0.004
O  -1.68266  1.84391  1.74913  -0.140
H  2.54713  2.45349  -1.88052  0.082
H  2.28795  1.18390  -0.93372  0.043
O  1.87391  1.78184  -1.66724  -0.112
H  -0.75315  0.66031  2.62325  -0.006
H  -0.59467  -0.88324  2.58311  0.015
O  -0.20618  -0.06868  2.99782  -0.127
H  -1.05159  -2.72744  -1.32631  0.025
H  -1.61237  -4.10852  -0.88488  0.044
O  -1.03597  -3.40057  -0.57852  -0.141
H  0.49435  3.59353  1.11019  0.025
H  -0.12644  3.40394  2.48551  0.054
O  0.70892  3.63313  2.04234  -0.049
H  -1.35571  -2.77210  0.96967  0.017
H  -1.75827  -2.92268  2.43208  0.053
O  -1.61455  -2.23250  1.76947  -0.190
H  -0.33657  -1.19256  -3.08895  0.018
H  -1.60309  -0.80517  -2.24428  -0.003
O  -1.14893  -1.56481  -2.66826  -0.118
H  0.28745  2.29855  -1.08677  0.009
H  -1.21058  1.88877  -1.13332  0.016
O  -0.59339  2.54202  -0.71111  -0.120
H  -4.17247  -0.40967  1.22790  0.015
H  -2.70998  -1.00507  1.26360  0.011
O  -3.26247  -0.25311  0.91574  -0.268